No. 1
{"formula": "C4H9NO", "method": "wB97M-V/def2-TZVPD", "symbols": ["C", "C", "N", "C", "O", "C", "H", "H", "H", "H", "H", "H", "H", "H", "H"], "positions_angstrom": [[1.294435, -1.310330, 1.260756], [0.846480, 0.138642, 1.105721], [0.281664, 0.421488, -0.198947], [-1.066653, 0.513340, -0.388221], [-1.870037, 0.444356, 0.527364], [-1.491384, 0.756616, -1.820012], [1.715070, -1.467773, 2.259211], [2.059936, -1.579383, 0.523458], [0.444284, -1.988449, 1.136085], [0.054991, 0.364017, 1.823411], [1.678755, 0.826380, 1.297242], [0.878551, 0.392169, -1.010736], [-1.562523, 1.833260, -1.998230], [-2.477779, 0.319978, -1.976607], [-0.785790, 0.335689, -2.540495]], "atomic_forces_ev_per_a": [[0.01, -0.06, 0.02], [0.04, 0.05, 0.16], [-0.10, -0.06, -0.06], [-0.05, 0.03, 0.06], [0.19, 0.01, -0.22], [-0.06, -0.02, -0.09], [-0.04, -0.01, -0.13], [-0.10, 0.06, 0.10], [0.11, 0.10, 0.01], [0.13, -0.01, -0.05], [-0.10, -0.11, -0.05], [-0.08, 0.02, 0.12], [0.00, -0.09, 0.05], [0.10, 0.04, 0.03], [-0.06, 0.04, 0.05]], "nbo_charge": [-0.614, -0.230, -0.620, 0.674, -0.629, -0.707, 0.214, 0.198, 0.215, 0.235, 0.189, 0.389, 0.236, 0.241, 0.208], "smiles": "CCNC(C)=O", "homo_lumo_gap_ev": 10.54, "relative_energy_kj_mol": 18.7, "charge": 0, "max_force_ev_per_a": 0.3}

***

No. 2
{"formula": "C6H15PS2", "method": "wB97M-V/def2-TZVPD", "symbols": ["C", "C", "C", "C", "C", "C", "P", "S", "S", "H", "H", "H", "H", "H", "H", "H", "H", "H", "H", "H", "H", "H", "H", "H"], "positions_angstrom": [[2.023296, -1.809767, -0.930114], [1.552992, -1.180627, 1.484288], [-2.502696, 1.140847, 0.445410], [-0.421547, 2.385717, -0.233432], [1.438963, -0.771474, -0.026592], [-0.889040, 1.115743, 0.451057], [-0.431723, -0.564587, -0.262653], [-1.619021, -1.831568, 0.534165], [-0.618585, -0.232924, -2.385893], [1.655360, -2.818204, -0.802597], [1.797543, -1.562303, -1.943781], [3.191237, -1.969179, -0.780612], [1.287830, -2.189396, 1.893037], [0.970936, -0.427586, 2.001532], [2.604617, -1.032759, 1.803155], [-2.883962, 0.837326, -0.591287], [-2.964805, 0.378748, 1.206836], [-2.710511, 2.124900, 0.743857], [0.065889, 2.180705, -1.226487], [0.267970, 2.990742, 0.327316], [-1.319635, 3.002088, -0.454068], [1.760163, 0.244325, -0.258610], [-0.627807, 1.069976, 1.501883], [-1.627464, -1.080742, -2.496410]], "atomic_forces_ev_per_a": [[2.68, -0.70, -0.08], [1.20, 1.00, 0.22], [0.64, -3.29, 0.06], [-0.04, 0.01, -1.72], [-1.91, -1.57, 1.23], [-1.90, -0.90, -0.27], [0.59, 1.44, -0.19], [-0.06, -1.19, -0.07], [0.32, 0.17, 0.41], [-0.58, -0.14, 0.48], [0.34, 0.16, -0.89], [-2.26, 0.79, -0.35], [-0.24, 0.77, -1.29], [-0.07, -0.08, 0.70], [-0.39, 0.04, -0.18], [0.38, 0.84, 1.42], [1.00, 1.58, -1.49], [-0.88, 1.30, 0.13], [-0.43, 0.21, 0.83], [0.30, 0.11, 0.44], [0.75, -0.20, 0.01], [0.56, -0.02, 0.37], [0.34, 0.01, 0.20], [-0.35, -0.33, 0.01]], "nbo_charge": [-0.625, -0.625, -0.604, -0.627, -0.515, -0.566, 1.157, -0.550, -0.325, 0.226, 0.224, 0.215, 0.245, 0.206, 0.215, 0.218, 0.237, 0.201, 0.214, 0.220, 0.221, 0.230, 0.234, 0.172], "smiles": "CC(C)P(=S)(S)C(C)C", "homo_lumo_gap_ev": 9.25, "relative_energy_kj_mol": 0.0, "charge": 0, "max_force_ev_per_a": 3.4}

***

No. 3
{"formula": "C21H11F5NO4SeY", "method": "wB97M-V/def2-TZVPD", "symbols": ["Y", "O", "C", "C", "O", "O", "C", "C", "C", "C", "C", "C", "C", "C", "C", "C", "C", "C", "H", "H", "H", "H", "H", "H", "H", "H", "H", "H", "H", "Se", "C", "N", "F", "C", "C", "F", "C", "F", "C", "O", "C", "F", "C", "F"], "positions_angstrom": [[1.339284, -0.727638, -1.776700], [0.260813, -1.106952, 0.483203], [0.447071, 0.137994, 1.271589], [0.915996, 0.940103, 0.031434], [2.146011, 0.803624, -0.256024], [0.069660, 1.187818, -0.856209], [1.569684, -0.029795, 2.277535], [1.784000, 0.989944, 3.198505], [2.823152, 0.900853, 4.109643], [3.649340, -0.214546, 4.115936], [3.434448, -1.234655, 3.203496], [2.400252, -1.141162, 2.281679], [-0.861917, 0.502138, 1.927923], [-1.640952, 1.579985, 1.527031], [-2.839074, 1.846310, 2.177584], [-3.274249, 1.034189, 3.212263], [-2.499481, -0.046038, 3.613599], [-1.294494, -0.302183, 2.982312], [-0.351990, -1.700295, 0.932163], [1.129971, 1.854184, 3.206029], [2.983918, 1.701459, 4.819454], [4.457803, -0.286003, 4.831341], [4.075094, -2.106628, 3.200420], [2.251274, -1.937994, 1.565363], [-1.325763, 2.203359, 0.703791], [-3.436826, 2.691996, 1.864221], [-4.211767, 1.243926, 3.709875], [-2.825212, -0.678251, 4.428903], [-0.668592, -1.117120, 3.330770], [3.725362, -1.989574, -2.248919], [2.779035, -3.097342, -3.372114], [2.182374, -3.793866, -4.072517], [-2.807407, 1.828822, -6.495603], [-2.211446, 1.012387, -5.623606], [-0.903077, 1.247018, -5.233896], [-0.227874, 2.287120, -5.716676], [-0.330661, 0.369591, -4.343632], [0.957893, 0.574137, -3.883765], [-0.979929, -0.726873, -3.776980], [-0.347197, -1.459828, -2.887800], [-2.296607, -0.930979, -4.193954], [-2.995545, -1.948965, -3.688488], [-2.895962, -0.074216, -5.101245], [-4.156414, -0.286054, -5.477934]], "atomic_forces_ev_per_a": [[-0.97, 0.18, -0.24], [0.48, -0.04, 0.00], [0.07, -0.13, 0.05], [-0.10, -0.20, -0.32], [-0.02, -0.05, 0.07], [0.13, 0.04, -0.05], [-0.05, -0.04, 0.00], [0.00, 0.00, 0.01], [-0.02, 0.02, -0.01], [0.02, -0.01, 0.01], [0.00, 0.00, 0.00], [-0.01, 0.01, 0.01], [-0.03, 0.08, -0.09], [-0.02, 0.00, 0.02], [0.00, 0.02, -0.02], [0.01, -0.01, 0.00], [-0.01, 0.00, 0.01], [0.00, 0.01, 0.00], [-0.10, 0.01, -0.03], [0.01, 0.00, 0.01], [0.00, 0.00, 0.00], [0.00, -0.01, 0.00], [0.00, 0.00, 0.00], [0.00, 0.01, 0.01], [0.00, 0.00, 0.00], [0.00, 0.00, 0.00], [0.00, 0.00, 0.00], [0.00, 0.00, 0.00], [0.00, 0.00, 0.00], [0.32, -0.05, 0.10], [-0.04, -0.01, -0.01], [-0.04, 0.02, 0.00], [0.00, -0.02, 0.01], [0.03, 0.02, -0.01], [-0.01, -0.02, -0.10], [0.02, -0.01, 0.03], [0.02, -0.09, 0.22], [0.01, 0.05, 0.03], [-0.04, 0.21, -0.13], [0.29, 0.06, 0.40], [0.08, -0.06, 0.08], [-0.02, 0.03, -0.04], [-0.04, 0.01, -0.03], [0.02, -0.01, 0.02]], "nbo_charge": [2.107, -0.782, 0.121, 0.722, -0.743, -0.693, -0.073, -0.149, -0.215, -0.204, -0.198, -0.202, 0.002, -0.202, -0.202, -0.195, -0.205, -0.229, 0.523, 0.211, 0.218, 0.219, 0.220, 0.218, 0.238, 0.221, 0.220, 0.221, 0.219, -0.271, -0.018, -0.346, -0.284, 0.246, 0.285, -0.282, 0.265, -0.342, 0.230, -0.866, 0.276, -0.286, 0.290, -0.283], "homo_lumo_gap_ev": 8.69, "relative_energy_kj_mol": 128.7, "charge": 0, "max_force_ev_per_a": 1.0}

***

No. 4
{"formula": "C3H2N2O", "method": "wB97M-V/def2-TZVPD", "symbols": ["C", "C", "C", "N", "N", "O", "H", "H"], "positions_angstrom": [[0.638464, -0.619482, -1.628271], [0.233676, 0.326039, -0.850221], [-0.115620, -0.823162, 0.184475], [-0.247111, 0.297796, 1.157648], [0.057678, 1.152215, 0.263423], [0.120619, 2.435141, 0.281476], [-1.173593, -1.215312, 0.055947], [0.485886, -1.553235, 0.535523]], "atomic_forces_ev_per_a": [[-0.36, 1.08, 0.35], [1.14, -0.88, -0.74], [-4.75, 0.15, 0.29], [0.66, 0.37, -0.63], [-0.24, 4.81, -0.13], [-0.12, -3.59, 0.24], [1.36, 0.24, -0.14], [2.32, -2.17, 0.76]], "nbo_charge": [0.185, -0.181, -0.204, -0.140, 0.293, -0.410, 0.227, 0.231], "homo_lumo_gap_ev": [9.86, 9.86], "relative_energy_kj_mol": 712.8, "charge": 0, "max_force_ev_per_a": 4.8}

***

- What is the formula in the third record?
  C21H11F5NO4SeY

***

- Which formula does entry 2 have?
  C6H15PS2

***

What did the fourth record say?
{"formula": "C3H2N2O", "method": "wB97M-V/def2-TZVPD", "symbols": ["C", "C", "C", "N", "N", "O", "H", "H"], "positions_angstrom": [[0.638464, -0.619482, -1.628271], [0.233676, 0.326039, -0.850221], [-0.115620, -0.823162, 0.184475], [-0.247111, 0.297796, 1.157648], [0.057678, 1.152215, 0.263423], [0.120619, 2.435141, 0.281476], [-1.173593, -1.215312, 0.055947], [0.485886, -1.553235, 0.535523]], "atomic_forces_ev_per_a": [[-0.36, 1.08, 0.35], [1.14, -0.88, -0.74], [-4.75, 0.15, 0.29], [0.66, 0.37, -0.63], [-0.24, 4.81, -0.13], [-0.12, -3.59, 0.24], [1.36, 0.24, -0.14], [2.32, -2.17, 0.76]], "nbo_charge": [0.185, -0.181, -0.204, -0.140, 0.293, -0.410, 0.227, 0.231], "homo_lumo_gap_ev": [9.86, 9.86], "relative_energy_kj_mol": 712.8, "charge": 0, "max_force_ev_per_a": 4.8}